Record 1
The following is a DFT calculation (ωB97M-V/def2-TZVPD) of an isolated ion of composition C6H12N and charge +1.

XYZ file:
```
19
Properties=species:S:1:pos:R:3:nbo_charge:R:1
C 0.86 0.33 1.69 -0.170
C 1.81 0.87 0.97 -0.149
C 0.64 0.21 0.21 0.086
C -0.40 -2.02 -0.63 -0.610
C -1.58 1.38 0.07 -0.440
C 0.88 -1.20 -0.38 -0.445
N -0.37 1.10 -0.68 -0.522
H 0.64 0.03 2.70 0.267
H 2.71 1.48 0.91 0.269
H -1.16 -1.29 -0.32 0.182
H -0.37 -2.94 -0.06 0.244
H -0.42 -2.29 -1.73 0.227
H -2.10 2.20 -0.47 0.236
H -2.31 0.58 0.09 0.247
H -1.37 1.75 1.09 0.246
H 1.32 -1.20 -1.35 0.217
H 1.58 -1.69 0.28 0.238
H 0.15 1.96 -0.79 0.436
H -0.48 0.73 -1.60 0.441
```

Calculated values
**Charge**: +1
**LUMO**: -3.16 eV
**Energy above the lowest of the compared OMol25 structures with the same formula, charge and spin**: 306.9 kJ/mol
**HOMO**: -14.54 eV
**Gap between HOMO and LUMO**: 11.38 eV
**SMILES**: CCC1([NH2+]C)C=C1

=====

Record 2
The following is a DFT calculation (ωB97M-V/def2-TZVPD) of C17H15AuBrN4O3S2 as an isolated structure.

XYZ file:
```
43
Properties=species:S:1:pos:R:3:nbo_charge:R:1
Au -0.31 -0.71 -1.63 1.115
O 0.02 -1.23 0.85 -0.690
N -0.83 -2.17 1.19 0.043
C -1.15 -2.32 2.49 0.018
C -2.01 -3.29 2.91 -0.231
C -2.59 -4.14 1.97 -0.159
C -2.26 -3.98 0.64 -0.217
C -1.36 -2.99 0.25 0.014
S -0.93 -2.88 -1.45 0.023
H -0.66 -1.61 3.14 0.235
H -2.24 -3.38 3.97 0.245
H -3.28 -4.91 2.27 0.242
H -2.70 -4.61 -0.12 0.247
Br -1.26 5.99 -4.88 0.111
C -2.09 4.70 -3.79 -0.142
C -3.41 4.90 -3.37 0.054
N -4.06 4.03 -2.61 -0.383
C -3.42 2.92 -2.25 0.090
C -2.11 2.65 -2.61 -0.236
C -1.42 3.56 -3.41 -0.143
C -1.46 1.42 -2.16 0.791
O -2.13 0.39 -1.84 -0.665
O -0.18 1.34 -2.07 -0.724
H -3.94 5.79 -3.66 0.219
H -3.97 2.21 -1.64 0.218
H -0.40 3.37 -3.72 0.248
C 2.40 2.16 1.62 -0.669
C 2.64 0.74 1.24 0.344
C 3.21 -0.22 2.04 -0.299
C 3.39 -1.50 1.52 0.357
N 3.00 -1.83 0.28 -0.442
C 2.44 -0.91 -0.45 0.346
S 1.87 -1.24 -2.09 -0.010
N 2.29 0.36 0.00 -0.504
C 4.03 -2.59 2.32 -0.663
H 2.75 2.35 2.63 0.252
H 1.33 2.38 1.58 0.257
H 2.92 2.83 0.94 0.255
H 3.51 0.03 3.05 0.248
H 1.84 1.02 -0.63 0.455
H 4.30 -2.26 3.32 0.230
H 4.91 -2.94 1.79 0.263
H 3.34 -3.44 2.38 0.259
```

Calculated values
**Charge**: +1
**LUMO**: -4.99 eV
**Energy above the lowest of the compared OMol25 structures with the same formula, charge and spin**: 0.0 kJ/mol
**HOMO**: -11.46 eV
**Gap between HOMO and LUMO**: 6.48 eV

=====

Record 3
The following is a DFT calculation (ωB97M-V/def2-TZVPD) of a 2-piece molecular cluster, C9H13N2O2S overall.

XYZ file:
```
27
Properties=species:S:1:pos:R:3:nbo_charge:R:1
C 1.33 0.77 0.97 -0.043
C 1.31 0.24 -0.30 -0.020
C -0.77 0.51 0.49 0.289
C -2.40 0.15 3.78 -0.330
C -1.84 0.98 2.95 -0.236
C -0.81 -0.46 -1.72 0.743
C -0.85 -1.48 -3.98 -0.619
C -0.32 1.16 2.86 -0.223
C 0.06 -1.20 -2.75 -0.527
N 0.07 0.86 1.42 -0.267
N -0.03 0.12 -0.61 -0.389
O -1.98 -0.37 -1.69 -0.492
O 0.47 -2.04 1.23 -0.754
S 0.91 -3.38 1.66 0.756
H 2.26 0.98 1.49 0.258
H 2.20 -0.03 -0.92 0.271
H -1.79 0.49 0.54 0.261
H -3.43 0.14 4.11 0.230
H -1.85 -0.49 4.45 0.200
H -2.46 1.57 2.18 0.212
H -1.35 -0.48 -4.08 0.224
H -1.66 -2.24 -3.91 0.242
H -0.15 -1.88 -4.82 0.237
H 0.08 0.46 3.48 0.225
H 0.07 2.19 3.09 0.243
H 0.14 -2.20 -2.29 0.265
H 0.95 -0.49 -2.92 0.242
```

Calculated values
**Charge**: +1
**LUMO (spin up / spin down)**: -4.76 / -4.77 eV
**Energy above the lowest of the compared OMol25 structures with the same formula, charge and spin**: 331.3 kJ/mol
**HOMO (spin up / spin down)**: -12.58 / -12.56 eV
**Gap between HOMO and LUMO (spin up / spin down)**: 7.82 / 7.78 eV

=====

Record 4
The following is a DFT calculation (ωB97M-V/def2-TZVPD) of a 2-piece molecular cluster, C5H14NO2 overall.

XYZ file:
```
22
Properties=species:S:1:pos:R:3:nbo_charge:R:1
C -1.05 1.80 1.67 -0.631
C -0.47 0.73 0.77 -0.040
C 0.54 1.28 -0.23 -0.436
C 0.75 0.45 -1.48 -0.547
C 1.52 -0.80 -1.27 0.493
O 1.71 -1.27 -0.16 -0.588
N 0.28 -0.27 1.65 -0.698
H -1.65 1.37 2.47 0.230
H -1.62 2.50 1.08 0.252
H -0.24 2.41 2.09 0.222
H -1.20 0.14 0.22 0.238
H 1.52 1.50 0.23 0.227
H 0.18 2.27 -0.50 0.253
H 1.20 1.01 -2.32 0.270
H -0.18 0.14 -2.01 0.277
H 1.90 -1.35 -2.14 0.164
H 1.03 0.22 2.16 0.423
H 0.77 -0.93 1.02 0.462
H -0.28 -0.72 2.36 0.427
H -2.77 -2.32 -1.97 0.484
H -2.65 -2.31 -0.47 0.470
O -2.64 -1.72 -1.23 -0.951
```

Calculated values
**Charge**: +1
**LUMO**: -2.98 eV
**Energy above the lowest of the compared OMol25 structures with the same formula, charge and spin**: 84.1 kJ/mol
**HOMO**: -14.52 eV
**Gap between HOMO and LUMO**: 11.54 eV

=====

Record 5
The following is a DFT calculation (ωB97M-V/def2-TZVPD) of a 2-piece molecular cluster, C6H9Br overall.

XYZ file:
```
16
Properties=species:S:1:pos:R:3:nbo_charge:R:1
C 2.66 -1.02 1.04 -0.504
C 2.14 -0.19 0.26 -0.080
C -0.82 -0.64 -1.26 -0.498
C -0.48 -0.86 0.18 -0.144
C -1.45 0.26 -0.22 -0.034
C -1.17 1.71 -0.05 -0.663
Br -3.41 -0.23 0.32 -0.077
H 3.74 -1.05 1.42 0.209
H 2.20 -1.91 1.40 0.219
H 2.19 0.68 -0.40 0.205
H 0.02 -0.04 -1.85 0.223
H -1.50 -1.31 -1.91 0.242
H -0.71 -1.72 0.82 0.215
H -0.33 2.12 -0.56 0.225
H -0.88 1.99 0.97 0.223
H -2.19 2.21 -0.16 0.240
```

Calculated values
**Charge**: 0
**LUMO (spin up / spin down)**: -0.41 / 0.06 eV
**Energy above the lowest of the compared OMol25 structures with the same formula, charge and spin**: 588.0 kJ/mol
**HOMO (spin up / spin down)**: -8.44 / -8.57 eV
**Gap between HOMO and LUMO (spin up / spin down)**: 8.03 / 8.64 eV

=====

Record 6
The following is a DFT calculation (ωB97M-V/def2-TZVPD) of C22H45Cl3CsFN2Na2O17P4SV as an isolated structure.

XYZ file:
```
99
Properties=species:S:1:pos:R:3:lowdin_charge:R:1
C 2.07 1.34 0.26 -0.126
O 0.90 2.18 0.11 -0.253
C -0.17 1.48 -0.54 -0.239
C -0.93 0.42 0.39 -0.167
C -1.03 -0.99 -0.38 -0.188
C -1.64 -2.03 0.66 -0.177
C -1.29 -3.56 0.36 -0.202
C -0.68 -3.86 -1.06 -0.216
C -0.29 -5.42 -1.08 -0.211
C 1.20 -5.69 -1.55 -0.300
P 2.48 -4.61 -0.70 0.855
C 3.97 -5.70 -0.25 -0.186
C 1.90 -3.82 0.89 -0.206
P 3.28 -3.15 -2.15 0.208
O 4.32 -3.93 -3.25 -0.272
O 2.06 -2.44 -3.11 -0.318
S 4.34 -1.89 -1.13 0.395
H 2.14 1.04 1.36 -0.006
H 2.04 0.38 -0.34 0.060
H 3.04 1.87 -0.02 0.117
H 0.28 0.87 -1.39 0.076
H -0.93 2.16 -1.03 0.125
H -1.92 0.77 0.81 0.098
H -0.24 0.23 1.28 0.067
H 0.02 -1.22 -0.72 0.096
H -1.78 -0.87 -1.22 0.127
H -1.21 -1.79 1.69 0.101
H -2.76 -1.90 0.73 0.124
H -2.28 -4.13 0.40 0.115
H -0.68 -3.97 1.23 0.089
H -1.48 -3.68 -1.85 0.126
H 0.21 -3.22 -1.35 0.047
H -0.97 -5.91 -1.85 0.127
H -0.56 -5.86 -0.08 0.115
H 1.45 -6.77 -1.26 0.106
H 1.32 -5.67 -2.68 0.106
H 4.12 -6.38 -1.14 0.072
H 4.85 -5.01 -0.14 0.066
H 3.77 -6.25 0.71 0.071
H 1.31 -4.58 1.50 0.088
H 1.20 -2.96 0.68 0.039
H 2.78 -3.39 1.45 0.058
H 4.65 -3.20 -3.85 0.038
H 1.37 -3.11 -3.31 0.047
O 5.88 -1.72 -3.95 -0.517
P 7.00 -0.87 -3.31 -0.219
O 7.79 -1.72 -2.31 -0.361
O 6.37 0.33 -2.58 -0.412
O 7.95 -0.36 -4.42 -1.095
Cs 7.69 -0.99 -6.31 1.276
Na 1.65 0.36 3.16 0.500
N -3.64 -6.22 1.18 -0.661
O -4.70 -5.59 1.39 -0.071
O -2.65 -6.03 1.92 -0.116
O -3.56 -7.02 0.23 -0.091
O 6.29 -2.41 -10.25 -0.804
V 5.04 -2.20 -11.44 0.679
O 3.78 -1.98 -12.64 -0.822
F -1.61 7.42 0.32 0.048
C -0.34 7.13 0.00 -0.291
C 0.00 5.82 -0.30 -0.021
C 1.32 5.51 -0.64 -0.128
C 2.28 6.52 -0.65 -0.081
C 1.93 7.83 -0.34 -0.070
C 0.61 8.14 -0.02 -0.014
H -0.76 5.05 -0.28 0.100
H 1.59 4.49 -0.88 -0.013
H 3.31 6.28 -0.91 0.109
H 2.68 8.61 -0.35 0.110
H 0.32 9.15 0.22 0.119
C -5.11 3.80 3.59 -0.020
C -4.18 2.82 2.89 -0.297
C -3.70 1.68 3.79 -0.161
O -2.73 2.15 4.71 -0.214
C -3.26 2.53 5.98 -0.057
N -2.95 3.58 2.46 0.218
H -4.59 4.43 4.31 0.084
H -5.58 4.46 2.86 0.092
H -5.90 3.26 4.11 0.086
H -4.65 2.43 1.99 0.160
H -3.20 0.93 3.16 0.122
H -4.53 1.16 4.28 0.134
H -4.18 2.00 6.23 0.098
H -3.44 3.61 6.00 0.081
H -2.51 2.31 6.74 0.092
H -3.16 4.49 2.04 0.171
H -2.38 3.03 1.81 0.152
H -2.36 3.72 3.30 0.164
C 2.14 2.05 -3.75 -1.434
Cl 0.41 1.75 -4.10 0.575
Cl 2.30 3.44 -2.67 0.683
Cl 2.90 0.62 -3.05 0.645
H 2.64 2.28 -4.69 0.030
O -7.24 0.79 4.71 -0.250
P -7.91 1.27 6.00 -0.119
O -7.96 0.12 7.01 -0.153
O -9.34 1.74 5.71 -0.160
O -7.11 2.44 6.58 -0.246
Na 1.16 -0.20 -5.87 0.676
```

Calculated values
**Charge**: -1
**LUMO**: -1.90 eV
**HOMO**: -3.55 eV
**Gap between HOMO and LUMO**: 1.65 eV

=====

The lowest charge belongs to which entry? C22H45Cl3CsFN2Na2O17P4SV